Below is a 2-piece molecular cluster, C3H3O2 overall in a non-equilibrium geometry, with properties calculated with ωB97M-V/def2-TZVPD.

Computed properties:
relative energy (zero: lowest compared OMol25 entry of this formula, charge and spin)	1.953	eV
net charge	+1

Each atom is followed by the atoms it is bonded to, with distances in Å.
Positions of all 8 atoms, in Å:
1 C 0.679 -0.337 0.234  C2 1.357, H6 1.137, H7 0.988
2 C 1.793 0.418 0.050  C1 1.357, O4 1.108
3 C -0.891 1.260 -0.100  O5 1.157, H8 1.045
4 O 2.639 1.125 -0.056  C2 1.108
5 O -0.446 2.317 0.053  C3 1.157
6 H 0.385 -0.733 1.258  C1 1.137
7 H 0.648 -1.174 -0.290  C1 0.988
8 H -1.815 0.873 -0.396  C3 1.045